The molecule CH3NOS, computed with wB97M-V/def2-TZVPD.

The geometry in ORCA input format:
```
! wB97M-V def2-TZVPD RIJCOSX def2/J DEFGRID3
* xyz 0 1
C -1.2417 -0.0742 0.2849
N -0.0938 0.6143 -0.3607
O -2.3156 0.2761 0.1083
S 1.6159 0.7837 0.3436
H -0.9523 -1.0731 0.7968
H 0.6810 -0.2425 -0.8918
H 2.3065 -0.2843 -0.2812
*
```

The value obtained for the relative energy (zero: lowest compared OMol25 entry of this formula, charge and spin) is 87.5 kcal/mol. As for the HOMO-LUMO gap: 9.51 eV. The LUMO energy is 0.1 eV. As for the highest occupied orbital energy: -9.39 eV.

The Löwdin scheme yields these atomic charges, measured in e: -0.4529, -0.3764, 0.1190, 0.6111, 0.1345, 0.0957, -0.1311